Record 1
This record from the Open Molecules 2025 dataset describes a 8-piece molecular cluster, C6H25NO7 overall at a distorted geometry. The level of theory is ωB97M-V/def2-TZVPD.

Atoms and positions in Å:
C (-0.937, 0.033, -3.289)
C (-2.101, 0.238, -2.684)
C (-2.541, -0.485, -1.401)
N (-1.750, -0.504, -0.145)
C (-1.798, 0.800, 0.442)
C (-1.694, 1.016, 1.826)
C (-2.125, 2.302, 2.429)
H (-0.453, -0.944, -2.959)
H (-0.412, 0.355, -4.123)
H (-3.073, 0.629, -3.026)
H (-3.631, -0.228, -1.233)
H (-2.693, -1.667, -1.819)
H (-2.136, -1.098, 0.543)
H (-2.010, 1.627, -0.172)
H (-1.371, 0.353, 2.604)
H (-1.692, 3.155, 1.830)
H (-3.341, 2.223, 2.180)
H (-1.716, 2.475, 3.597)
O (0.618, -0.945, 2.792)
H (1.517, -0.783, 2.655)
H (0.469, -0.986, 3.694)
O (0.870, 2.707, -1.646)
H (0.671, 2.062, -2.223)
H (0.034, 3.103, -1.283)
O (2.751, -0.928, 0.846)
H (2.151, -0.577, 0.170)
H (3.456, -0.997, 0.274)
O (2.449, 2.871, 0.546)
H (1.940, 2.065, 0.493)
H (2.330, 2.988, -0.396)
O (0.893, -0.450, -0.848)
H (0.417, -1.234, -0.909)
H (0.283, 0.287, -0.497)
O (3.104, -3.253, -1.721)
H (2.223, -3.360, -1.970)
H (2.886, -2.951, -0.797)
O (2.112, -3.645, 2.278)
H (1.399, -2.914, 2.211)
H (2.899, -3.340, 1.731)

Calculated values
SMILES string ... C=CCN/C=C/C.O.O.O.O.O.O.O
Multiplicity ... 1
HOMO-LUMO gap ... 8.654 eV
Energy relative to the best compared isomer or geometry (same formula, charge and spin) ... 6.982 eV

Record 2
This record from the Open Molecules 2025 dataset describes a 7-piece molecular cluster, C6H25NO7 overall at a distorted geometry. The level of theory is ωB97M-V/def2-TZVPD.

Atoms and positions in Å:
C (-2.048, -1.990, 0.103)
C (-0.681, -2.525, -0.309)
N (0.365, -1.355, -0.250)
C (0.101, -0.432, 0.922)
C (0.024, -1.121, 2.287)
C (0.579, -0.704, -1.546)
C (-0.697, -0.240, -2.201)
O (-0.842, -0.541, -3.369)
H (-2.466, -2.725, 0.867)
H (-2.031, -0.964, 0.532)
H (-2.646, -1.854, -0.801)
H (-0.848, -2.652, -1.405)
H (-0.347, -3.420, 0.261)
H (-0.624, 0.366, 0.730)
H (1.044, 0.126, 0.965)
H (-1.000, -1.399, 2.544)
H (0.604, -2.044, 2.262)
H (0.419, -0.370, 2.942)
H (1.033, -1.416, -2.286)
H (1.249, 0.140, -1.543)
H (-1.400, 0.516, -1.816)
O (2.927, -2.537, 0.617)
H (1.902, -2.400, 0.551)
H (2.943, -3.470, 0.859)
O (1.244, 1.977, -0.270)
H (0.491, 1.778, -0.827)
H (2.080, 2.212, -0.687)
O (-2.210, 2.144, 1.862)
H (-2.516, 3.067, 1.715)
H (-3.018, 1.878, 2.322)
O (3.467, 0.132, 0.017)
H (3.371, -0.825, -0.027)
H (2.798, 0.551, 0.564)
O (-1.721, 2.317, -1.311)
H (-1.679, 3.273, -1.445)
H (-1.906, 2.396, -0.345)
O (0.585, 4.493, -0.797)
H (0.910, 3.772, -0.177)
H (0.546, 3.848, -1.512)

Calculated values
SMILES string ... CCN(CC)CC=O.O.O.O.O.O.O
Multiplicity ... 1
HOMO-LUMO gap ... 8.542 eV
Energy relative to the best compared isomer or geometry (same formula, charge and spin) ... 4.350 eV